The following is a quantum chemistry calculation of a 2-piece molecular cluster, C8H18NO overall, from the Open Molecules 2025 dataset.

```
28
Properties=species:S:1:pos:R:3:forces:R:3:nbo_charge:R:1
C -0.30886 -0.58399 0.01420 -2.8 0.0 0.7 0.116
C -0.04996 -2.19100 -3.35139 1.5 1.0 1.2 -0.208
C -0.20296 -0.89492 -2.98615 0.4 -4.0 -0.4 0.081
C 1.18112 -2.89583 -2.77467 -2.8 -0.2 1.2 -0.652
C 0.81007 0.56550 2.44911 -0.6 1.1 -2.1 -0.615
C 0.16819 2.59048 1.03522 0.9 -0.8 1.5 -0.617
C -1.48384 1.57615 2.66129 -1.4 -2.2 -0.4 -0.616
C -0.34341 1.29371 1.70120 2.5 0.3 0.2 0.115
N -0.85568 0.47756 0.59679 1.2 -2.8 -1.1 -0.467
O 0.49342 -0.30801 -1.97343 3.3 1.1 0.9 -0.701
H -1.04580 -1.23347 -0.61656 1.7 1.3 1.2 0.251
H 0.64831 -1.01111 0.39054 -1.0 0.6 -0.4 0.236
H -0.72646 -2.83862 -3.92400 0.2 1.1 -0.1 0.244
H -1.02706 -0.37137 -3.29028 -1.8 1.7 -0.6 0.192
H 1.29392 -3.81604 -3.28573 0.6 -0.9 -0.3 0.243
H 0.92959 -3.08661 -1.70750 0.2 -0.4 -0.5 0.205
H 2.05447 -2.32048 -2.72262 1.4 0.8 -0.5 0.203
H 1.59473 0.37072 1.69902 0.0 -0.3 0.7 0.204
H 1.18596 1.24601 3.18253 0.3 0.4 0.4 0.244
H 0.39195 -0.27397 2.94067 0.1 -1.2 0.4 0.223
H 0.96288 2.48041 0.27807 -1.0 -0.2 -0.2 0.231
H 0.70611 3.11639 1.82469 -0.4 0.5 0.1 0.233
H -0.75878 3.06315 0.80677 -0.1 1.2 -1.0 0.218
H -1.73393 2.61716 2.66306 -0.4 0.5 0.1 0.237
H -2.36535 0.92710 2.23731 1.1 1.5 1.4 0.211
H -1.23957 1.23328 3.69612 -0.4 0.3 -0.9 0.247
H -1.77813 0.76077 0.30366 -0.2 -0.2 -0.3 0.424
H 1.49910 -0.49298 -1.84793 -2.6 0.1 -1.1 0.518
```
Forces are in eV/Å.

- Charge: +1
- E_HOMO: -12.6 eV
- Energy: -445.2708 a.u.



The following is a quantum chemistry calculation of a 2-piece molecular cluster, C8H18NO2 overall, from the Open Molecules 2025 dataset.

```
29
Properties=species:S:1:pos:R:3:forces:R:3:nbo_charge:R:1
C -2.82339 -1.06848 0.87739 -0.2 0.1 1.2 -0.579
C 2.25957 -0.75581 0.08335 1.3 0.4 0.3 -0.643
C 0.60580 -2.56547 0.74532 2.9 -0.8 -3.2 -0.598
C -0.20765 0.59927 1.41708 -5.7 -2.1 0.1 -0.779
C 1.06518 3.40195 -1.74041 0.4 3.2 -1.4 -0.342
C -1.68962 -0.74529 -0.07598 -0.6 0.3 -0.9 -0.629
C 0.82683 -1.27495 -0.07831 -1.3 2.2 -3.0 -0.346
C -0.37839 -0.37862 0.34088 3.3 -1.0 1.0 0.719
N 0.10957 1.37701 -1.39971 -2.7 0.5 -1.1 0.375
O -0.72169 1.85546 -2.14172 1.3 -1.4 1.2 -0.298
O 1.05640 2.20462 -1.02728 0.7 -0.2 0.3 -0.291
H -2.83361 -0.34377 1.73707 -0.4 -0.8 -0.8 0.226
H -3.72805 -1.01992 0.26560 0.0 0.2 0.5 0.248
H -2.76799 -2.10650 1.24082 0.2 0.5 0.1 0.232
H 2.70929 0.16729 -0.41953 -1.6 -0.9 0.5 0.251
H 3.00939 -1.52913 -0.28480 -1.2 0.5 0.9 0.253
H 2.30352 -0.60747 1.17869 1.0 -0.1 -0.4 0.205
H -0.20281 -2.44605 1.32236 -2.8 0.2 2.9 0.205
H 1.56025 -2.76703 1.30789 -1.3 -0.2 -0.5 0.256
H 0.27974 -3.34304 0.01739 0.8 0.1 0.7 0.252
H -1.17689 1.20793 1.48814 1.1 -1.2 0.7 0.240
H 0.45936 1.29427 1.31316 4.6 3.6 -1.1 0.266
H 0.09453 0.01621 2.28367 -0.4 -0.1 0.5 0.298
H 0.79544 3.28750 -2.80948 0.4 -0.2 0.7 0.229
H 2.03567 3.88073 -1.64524 0.5 -0.8 0.0 0.227
H 0.44582 4.23489 -1.36470 -0.6 -1.0 0.3 0.219
H -2.00926 0.18207 -0.54294 -0.1 0.6 -0.4 0.312
H -1.67238 -1.43993 -0.87568 0.2 -0.9 -0.7 0.245
H 0.59537 -1.31775 -1.21299 0.4 -0.9 1.6 0.246
```
Forces are in eV/Å.

- Charge: +1
- E_HOMO: -14.7 eV
- Energy: -520.3953 a.u.



The following is a quantum chemistry calculation of a 2-piece molecular cluster, C8H18NO3PS overall, from the Open Molecules 2025 dataset.

```
32
Properties=species:S:1:pos:R:3:forces:R:3:nbo_charge:R:1
C 0.28232 3.34071 2.94019 1.0 0.9 1.5 -0.430
C 0.55013 3.63999 1.47547 1.9 3.6 -0.5 -0.497
C -0.54464 2.02152 2.83159 -0.1 1.0 2.6 -0.263
C -0.41495 2.84750 0.77415 -0.8 -0.3 -0.9 0.147
C 0.49949 -2.45398 -3.41927 -2.7 0.5 2.1 -0.630
C 1.92468 -0.52209 -3.10037 1.7 0.0 1.2 -0.629
C -1.71697 -3.03926 1.65632 -2.9 2.5 -0.3 -0.806
C 1.07878 -1.53783 -2.32055 -0.2 0.7 -2.6 0.102
N -1.07936 2.06653 1.50820 -1.4 -0.5 -1.1 -0.448
O -1.72949 -0.08841 0.20312 1.5 -0.1 -1.0 -1.022
O -0.51753 -3.87462 -0.42980 0.6 -0.5 -1.1 -1.010
O 0.00417 -0.84561 -1.63590 0.1 0.2 0.4 -0.847
P -0.26364 -0.82041 0.01002 -1.4 -1.1 -0.9 1.172
S -1.45072 -2.75169 -0.15548 0.7 0.0 1.9 0.943
H 1.27899 3.31185 3.45716 -1.1 -0.4 -0.1 0.231
H -0.31476 4.19016 3.53371 1.0 -1.9 -1.7 0.219
H 0.55341 4.79151 1.22708 -0.2 -2.2 0.3 0.240
H 1.51319 3.28127 1.04904 0.0 0.3 0.8 0.233
H -0.09390 1.02286 2.83518 0.8 0.4 0.5 0.219
H -1.19174 2.05353 3.76301 -0.2 -0.4 -1.7 0.216
H -1.56132 0.84630 0.53027 -0.5 -0.4 0.6 0.510
H -0.42039 2.78205 -0.32263 -0.6 0.2 0.4 0.204
H -0.14156 -1.80820 -4.03148 0.4 -0.2 -0.3 0.203
H 1.20664 -3.00928 -3.96774 1.0 -0.3 -0.7 0.214
H -0.20864 -3.17261 -2.96082 0.5 0.2 -0.1 0.234
H 2.73292 -1.02448 -3.71452 -1.4 0.3 0.2 0.215
H 2.58785 0.05442 -2.38947 -1.2 0.1 -0.7 0.203
H 1.21256 0.06285 -3.68485 0.6 0.3 -0.1 0.217
H -2.83286 -2.88858 1.83041 1.3 -0.2 0.0 0.221
H -1.19954 -2.37328 2.33637 0.3 0.3 -0.1 0.217
H -1.46865 -4.02223 1.87942 0.5 -1.8 0.0 0.238
H 1.72552 -2.08050 -1.70786 0.6 -0.9 1.6 0.183
```
Forces are in eV/Å.

- Charge: 0
- SMILES: CC(C)OP(O)#S(C)=O.C1=NCCC1
- E_HOMO: -7.8 eV
- Energy: -1335.5720 a.u.



The following is a quantum chemistry calculation of C8H18NiO11P2 as an isolated structure, from the Open Molecules 2025 dataset.

```
40
Properties=species:S:1:pos:R:3:forces:R:3:nbo_charge:R:1
C -2.70201 -3.21627 -1.24746 -0.3 0.0 0.5 -0.639
C -2.74220 -1.75331 -0.78922 -0.7 -0.3 -0.5 -0.076
O -1.74766 -0.94208 -1.41094 -0.2 0.6 0.8 -0.581
C -0.55785 -0.86046 -0.65269 0.1 -1.6 -0.4 0.358
O -0.64855 -0.30128 0.61329 -0.1 0.5 -0.4 -0.770
P 0.91003 0.25360 1.06550 0.3 2.0 0.7 1.554
C 0.89661 -0.60924 2.76236 0.1 -1.2 -0.1 -0.331
O 1.55444 0.23388 3.66859 0.0 0.4 -0.2 -0.274
O 1.70833 -0.45792 4.90112 -0.3 -0.2 0.3 -0.433
O 0.36321 1.71432 1.61181 0.1 -0.7 -0.2 -0.740
C 1.34958 2.73421 1.70886 0.2 1.1 0.1 -0.078
C 0.71025 4.02541 2.22225 0.2 -0.1 0.3 -0.628
O 1.14989 0.72614 -0.57662 0.2 -1.1 0.2 -0.626
C 0.50282 -0.13024 -1.49220 0.2 0.7 1.2 -0.317
C 1.54386 -1.07971 -2.18303 0.6 0.7 -0.1 0.742
O 1.13960 -2.27912 -2.35540 -0.3 -0.9 -0.1 -0.855
O 2.58681 -0.57654 -2.51958 0.2 -0.1 0.2 -0.580
P -0.10492 1.01514 -2.72578 0.2 1.7 0.3 2.356
O 0.73461 2.12023 -3.14374 0.5 -0.2 -0.4 -1.028
O -0.32591 -0.14927 -3.86968 -1.3 1.1 -1.0 -1.057
O -1.49422 1.67077 -2.26722 -0.1 -1.3 -0.8 -0.945
H -2.39050 -3.86180 -0.43109 0.4 -0.2 -0.1 0.222
H -2.06933 -3.37287 -2.11912 0.2 0.1 0.0 0.195
H -3.70710 -3.54473 -1.50421 -0.1 0.0 -0.1 0.220
H -2.70101 -1.67503 0.29327 0.2 0.1 0.1 0.204
H -3.70219 -1.33581 -1.08572 0.0 0.2 -0.1 0.186
H -0.23073 -1.89846 -0.51845 0.1 -0.1 -0.1 0.172
H 2.29380 0.53622 1.26098 -0.1 0.2 0.0 -0.125
H 1.41645 -1.09762 0.58405 0.3 -0.4 -0.1 0.124
H -0.09437 -0.93511 3.08322 -0.2 0.4 0.0 0.210
H 1.50352 -1.51940 2.66069 -0.1 -0.1 0.0 0.170
H 2.48475 -1.02655 4.78675 0.1 0.2 -0.3 0.452
H 1.80543 2.94807 0.74169 -0.2 -0.4 -0.3 0.187
H 2.17003 2.45352 2.36553 -0.1 -0.3 0.2 0.188
H 0.98922 4.22973 3.25391 0.0 -0.1 0.1 0.207
H -0.37342 3.96844 2.19165 -0.1 0.0 -0.2 0.225
H 1.07139 4.86276 1.63220 -0.2 0.1 -0.1 0.212
H -0.77674 0.19815 -4.65344 0.3 0.1 -0.1 0.529
H -2.17401 0.98062 -2.32535 -0.2 0.1 0.6 0.506
Ni -0.34188 -2.04838 -3.53678 -0.1 -1.1 0.1 0.863
```
Forces are in eV/Å.

- Charge: 0
- <S²>: 2.014
- E_HOMO (spin up / spin down): -9.5 / -8.9 eV
- Spin multiplicity: 3
- Energy: -3334.0944 a.u.



The following is a quantum chemistry calculation of a 2-piece molecular cluster, C8H18O overall, from the Open Molecules 2025 dataset.

```
27
Properties=species:S:1:pos:R:3:forces:R:3:nbo_charge:R:1
O 1.65050 1.95912 -0.59621 -0.7 0.0 -0.7 -0.552
C 0.78272 1.92415 -1.45326 0.5 0.1 0.5 0.603
C -0.58860 2.51759 -1.22658 -0.3 0.3 0.4 -0.730
C 1.01744 1.28490 -2.80245 0.4 -0.2 -0.3 -0.731
H -0.65792 2.95113 -0.21473 0.1 -0.2 -0.5 0.240
H -1.36410 1.74009 -1.33009 0.3 0.3 -0.1 0.233
H -0.78719 3.31299 -1.96449 0.0 -0.4 0.2 0.233
H 0.31029 0.45302 -2.95907 0.2 0.4 0.0 0.236
H 0.87336 2.02535 -3.60718 -0.1 -0.3 0.3 0.233
H 2.04524 0.88995 -2.86767 -0.5 0.2 0.1 0.238
C -0.51934 0.31962 1.52315 0.1 0.1 0.1 -0.616
C -1.33910 -2.04303 1.54556 -0.1 -0.1 0.0 -0.602
C -0.01516 -1.19721 -0.40029 0.1 0.0 -0.1 -0.609
C 1.10146 -1.56370 1.80730 0.1 0.0 0.0 -0.605
C -0.19304 -1.12108 1.11893 -0.1 0.0 0.0 -0.061
H -1.45035 0.65315 1.03469 0.3 -0.1 0.2 0.197
H 0.29787 0.99650 1.22217 -0.3 -0.2 0.2 0.228
H -0.65049 0.39063 2.61602 0.0 0.0 -0.4 0.207
H -2.27948 -1.73652 1.05735 0.3 -0.2 0.2 0.203
H -1.11847 -3.08557 1.26089 -0.1 0.3 0.1 0.205
H -1.47963 -1.99904 2.63869 0.0 -0.1 -0.4 0.207
H 0.80782 -0.53767 -0.72327 -0.3 -0.3 0.1 0.213
H 0.22062 -2.23008 -0.70722 -0.1 0.3 0.0 0.209
H -0.94040 -0.88103 -0.91076 0.3 -0.1 0.1 0.197
H 1.93721 -0.90835 1.50956 -0.2 -0.2 0.1 0.215
H 0.98884 -1.51422 2.90342 0.1 0.0 -0.3 0.206
H 1.35000 -2.60076 1.52562 0.0 0.3 0.1 0.204
```
Forces are in eV/Å.

- Charge: 0
- SMILES: CC(C)(C)C.CC(C)=O
- E_HOMO: -9.8 eV
- Energy: -390.8557 a.u.



The following is a quantum chemistry calculation of one molecule with the formula C8H18O, from the Open Molecules 2025 dataset.

```
27
Properties=species:S:1:pos:R:3:forces:R:3:nbo_charge:R:1
C -0.85425 -0.23391 0.09541 -0.1 0.2 0.0 -0.061
C 0.67708 -0.17778 0.47478 -0.1 -0.2 0.2 -0.208
C -1.38988 -1.69376 0.12286 0.3 0.3 0.3 -0.058
C 1.33597 1.22713 0.44027 0.0 -0.1 0.0 -0.398
C -1.15121 0.33347 -1.30473 0.0 -0.1 0.0 -0.619
C -1.67355 0.59367 1.11650 0.1 -0.1 -0.1 -0.620
C 1.54050 -1.20233 -0.27900 -0.2 -0.1 0.0 -0.622
C 1.88451 1.70653 -0.89892 0.1 0.2 -0.1 -0.614
O -1.05758 -2.37437 1.32658 0.0 0.0 0.2 -0.724
H -1.45023 -1.88588 2.06715 0.1 -0.2 -0.3 0.463
H 0.72991 -0.47848 1.53237 -0.2 0.0 -0.2 0.209
H -0.98115 -2.27582 -0.71018 0.1 0.0 0.2 0.183
H -2.48070 -1.71790 0.01436 0.0 0.3 -0.2 0.163
H 0.65683 1.98584 0.84020 0.0 -0.1 0.0 0.200
H 2.18534 1.20456 1.13711 -0.2 -0.1 0.0 0.202
H -1.43562 0.31386 2.14807 0.0 0.1 0.0 0.199
H -0.52825 -0.13365 -2.07346 0.0 0.1 0.1 0.211
H -0.99691 1.41583 -1.34345 0.0 -0.1 0.0 0.210
H -2.19751 0.15991 -1.58394 0.1 -0.1 0.1 0.210
H -1.49032 1.66789 1.01357 0.1 -0.2 0.0 0.215
H -2.74989 0.44265 0.97196 0.1 0.0 -0.1 0.209
H 1.26152 -2.22840 -0.02117 -0.1 0.2 0.0 0.223
H 1.45554 -1.09302 -1.36374 0.1 0.0 0.0 0.199
H 2.59613 -1.09216 -0.00630 -0.1 0.1 -0.1 0.210
H 2.63085 1.01772 -1.30459 -0.1 0.0 0.0 0.205
H 1.10228 1.84430 -1.64628 0.1 0.0 0.0 0.201
H 2.38060 2.67409 -0.76542 -0.1 -0.1 0.0 0.210
```
Forces are in eV/Å.

- Charge: 0
- SMILES: CC[C@H](C)C(C)(C)CO
- E_HOMO: -10.0 eV
- Energy: -390.8479 a.u.